No. 1
C5H8O | the ωB97M-V functional and the def2-TZVPD basis

```
14
Properties=species:S:1:pos:R:3:forces:R:3
H -1.062 2.104 0.925 0.21 0.03 -0.17
C 0.622 -1.086 -1.338 1.14 0.46 0.77
H -1.404 -0.597 0.293 -0.20 0.04 0.07
O -2.027 0.783 2.139 0.13 -0.43 0.11
H 2.687 -0.834 -1.936 -0.02 0.88 0.18
H 1.277 0.715 -0.197 0.32 -0.30 -0.24
H -0.162 -1.813 -1.347 -0.63 -0.16 -0.38
H -0.054 1.428 2.167 0.38 -0.62 -0.28
C -0.595 0.112 0.412 0.88 -0.52 0.00
C 1.728 -1.305 -2.038 0.20 -1.28 -0.44
C -0.827 1.163 1.439 -1.59 1.04 0.20
C 0.503 -0.037 -0.332 -0.76 0.63 0.29
H 1.806 -2.178 -2.679 -0.30 0.05 -0.06
H -2.493 1.544 2.491 0.22 0.16 -0.04
```
Forces are in eV/Å.

Calculated values
- HOMO energy: -8.6 eV
- Total charge: 0
- Energy above the lowest of the compared OMol25 structures with the same formula, charge and spin: 178.30 kJ/mol
- Calculated total energy: -270.48998 Ha
- M: 84.12 g mol⁻¹
- LUMO level: 0.93 eV
- Kohn-Sham gap: 9.569 eV

These are the Löwdin partial charges, in e, on atoms 1 to 2: 0.118 -0.191

=====

No. 2
C5H8O | the ωB97M-V functional and the def2-TZVPD basis

```
14
Properties=species:S:1:pos:R:3:forces:R:3
H -1.165 1.636 0.870 -0.95 -0.56 -0.04
C 0.330 0.237 -0.091 -0.19 0.54 -0.48
H 2.121 -0.053 1.142 -0.11 0.03 -0.02
C -0.995 0.621 0.508 -0.92 -0.76 1.33
H -2.389 -0.330 -1.020 -0.35 -0.19 0.08
O -2.024 -0.614 1.085 1.50 1.44 0.73
H 0.039 -1.539 -1.443 -0.26 0.12 0.02
C 1.776 0.516 0.275 -0.15 -0.06 0.20
H 2.421 0.244 -0.574 -0.23 0.07 0.22
H -0.125 -1.854 0.319 0.02 0.14 -0.26
C -0.264 -1.117 -0.482 -0.08 -0.06 -0.24
C -1.665 -0.450 -0.222 0.21 0.11 -1.11
H -0.029 0.965 -0.880 1.50 -0.62 -0.46
H 1.925 1.584 0.475 -0.01 -0.20 0.02
```
Forces are in eV/Å.

Calculated values
- HOMO energy: -9.4 eV
- Total charge: 0
- Energy above the lowest of the compared OMol25 structures with the same formula, charge and spin: 375.85 kJ/mol
- Calculated total energy: -270.41474 Ha
- M: 84.12 g mol⁻¹
- LUMO level: 0.97 eV
- Kohn-Sham gap: 10.379 eV

These are the Löwdin partial charges, in e, on atoms 1 to 2: 0.142 -0.342

=====

Which of these has the highest HOMO energy?
number 1